The following is a DFT calculation (the ωB97M-V functional and the def2-TZVPD basis) of the ion C5H8IN2 with charge +1 at a distorted geometry.

XYZ file:
```
16
Properties=species:S:1:pos:R:3:lowdin_charge:R:1
C -1.2969 -0.4494 -0.9912 -0.0019
C -1.4783 0.9623 1.0199 -0.0640
C 0.0950 -0.8379 -1.3064 -0.2463
C 0.8796 -1.0405 -0.1027 -0.1755
C 2.2682 -0.4806 -0.0598 -0.5249
N -1.5019 0.2327 0.1021 0.1749
N -1.6321 1.6813 2.0867 0.2004
I 2.1127 1.6922 -0.4081 0.7712
H -2.0636 -0.7563 -1.7008 0.1487
H 0.0394 -1.7411 -1.7506 0.1029
H 0.5738 -0.2926 -2.1022 0.1160
H 0.3703 -1.4083 0.6965 0.0789
H 2.6678 -0.8501 -1.0856 0.0980
H 2.8486 -0.7522 0.7323 0.0136
H -1.9539 1.3416 2.9484 0.1174
H -1.9286 2.6989 1.9216 0.1908
```

Total charge = +1
Calculated total energy = -602.10233 Eh
Energy above the lowest of the compared OMol25 structures with the same formula, charge and spin = 423.4 kJ/mol
Kohn-Sham gap (alpha / beta) = 5.70 / 8.68 eV